The following is a quantum chemistry calculation of a cluster of 13 separate species, C23H71N21O15 in total at a distorted geometry, from OMol25.

XYZ file:
```
130
Properties=species:S:1:pos:R:3:forces:R:3
C -26.792488 32.930556 -13.454800 0.356 -0.181 -0.678
C -25.367359 32.319744 -13.340069 0.730 -0.238 0.078
C -24.983351 32.240386 -11.849152 -0.574 1.887 1.158
C -25.834743 31.293958 -11.007171 1.346 -1.961 -1.735
C -25.643342 29.912198 -11.748136 -0.595 0.364 0.636
C -25.953545 29.882764 -13.265620 -0.872 -2.852 -0.585
N -25.285331 30.959887 -13.948419 0.790 1.005 2.298
O -25.419215 31.013315 -15.331524 -0.423 -0.067 -0.362
C -25.375434 28.523309 -13.839576 1.479 0.227 0.473
C -27.493957 29.713305 -13.460165 -0.404 2.103 0.222
C -24.188354 33.151770 -13.973653 -2.005 1.025 -0.378
H -27.290945 32.609516 -14.371049 0.241 0.126 -0.217
H -26.757829 34.021587 -13.476296 -0.020 0.066 0.173
H -27.452211 32.573395 -12.663815 0.176 0.168 0.220
H -23.902085 32.333713 -11.723837 0.254 -1.984 -0.080
H -25.066677 33.218323 -11.349733 -1.008 0.513 -0.754
H -26.903406 31.501782 -10.969106 0.016 0.392 -0.342
H -25.502932 31.200199 -9.973948 0.222 -0.031 -0.037
H -26.366435 29.224055 -11.304330 0.241 -0.378 0.014
H -24.628409 29.544096 -11.594772 0.044 0.126 0.156
H -24.369048 28.366770 -13.438065 0.191 0.305 0.006
H -25.856750 27.582573 -13.569963 -0.713 0.406 0.171
H -25.221959 28.501980 -14.918544 -0.463 0.342 -0.067
H -27.813763 30.314739 -14.313888 -0.003 -0.509 -0.420
H -27.889535 28.701798 -13.508579 0.390 -0.053 -0.175
H -28.031165 30.211613 -12.647544 -0.006 -0.124 0.249
H -24.568377 33.812162 -14.758830 -0.111 -0.288 -0.366
H -23.391919 32.560904 -14.418103 0.107 -0.097 0.555
H -23.876795 33.892207 -13.236006 0.585 -0.361 0.154
H -24.494026 30.977494 -15.593770 -0.100 -0.099 -0.401
C -25.407838 33.266000 -1.678027 -1.269 -0.468 -0.245
C -24.243687 33.976867 -2.303185 1.673 0.879 0.991
O -23.070713 33.186159 -2.442401 -0.855 -0.793 0.024
O -25.835989 32.179643 -2.510515 -0.155 -0.154 -0.213
H -26.273990 33.925464 -1.573678 0.114 0.274 -0.387
H -25.340230 32.838292 -0.675388 1.059 0.390 0.152
H -23.885394 34.755861 -1.624106 -0.493 0.336 -0.027
H -24.416981 34.425488 -3.284806 -0.828 -0.021 0.083
H -23.412079 32.430361 -2.938331 0.778 -0.255 -0.302
H -25.309671 31.414054 -2.263277 -0.014 -0.079 -0.106
C -28.402667 37.568273 -3.087808 -0.125 0.460 1.487
C -26.898000 37.865258 -3.027855 -1.111 -0.334 -0.366
O -26.308498 37.582862 -4.316418 0.505 0.044 1.648
O -29.210758 38.686820 -3.492927 0.240 -0.428 -0.933
H -28.825319 37.232711 -2.136507 0.719 0.359 0.463
H -28.614040 36.649391 -3.635032 0.245 0.603 -1.034
H -26.454648 37.271959 -2.225345 0.109 -0.290 -0.182
H -26.651649 38.908286 -2.812964 -0.497 0.158 0.257
H -25.387071 37.756636 -4.090414 0.311 -0.177 -0.914
H -28.886921 39.475242 -3.049098 -0.006 -0.088 0.177
C -29.305763 34.572184 -1.888832 -1.074 -0.154 -0.306
O -29.222426 35.398704 -1.001686 0.673 -0.162 0.616
N -29.953375 34.813013 -3.043347 -1.677 -0.166 -3.537
N -28.829150 33.290482 -1.867931 0.485 0.809 1.147
H -30.511783 35.566060 -3.410048 0.377 1.021 1.740
H -30.136199 34.104907 -3.752011 0.833 -0.572 0.980
H -29.055458 32.634072 -2.594707 0.152 -0.037 0.070
H -28.377325 33.077617 -0.994223 -0.009 -0.601 -0.282
C -25.842661 35.662674 -10.010159 -1.537 -0.061 0.440
O -25.465333 35.797473 -8.844036 -0.055 -0.006 -0.379
N -25.071719 35.678778 -11.076961 2.698 0.459 -1.645
N -27.133563 35.470337 -10.390046 -0.882 0.139 1.654
H -25.513694 35.855980 -11.961710 0.129 0.032 -0.027
H -24.138303 36.048973 -10.972402 -0.055 -0.190 0.007
H -27.805012 35.583987 -9.636330 -0.087 -0.204 -0.558
H -27.414294 35.002328 -11.233168 0.170 0.045 -0.028
C -22.208426 30.646259 -9.720678 1.256 -0.268 -2.419
O -21.458790 30.589526 -10.696101 0.390 0.367 0.598
N -22.786304 31.813938 -9.344414 -0.210 1.124 0.188
N -22.589323 29.583646 -9.023721 -1.274 -0.010 1.195
H -23.595166 31.881213 -8.751152 0.290 -0.057 0.216
H -22.350988 32.646566 -9.700906 -0.300 -0.041 -0.091
H -22.113837 28.702181 -9.015399 -0.152 0.106 -0.316
H -23.446346 29.812163 -8.529276 0.449 -1.352 0.516
C -27.606393 38.646622 -7.368076 0.670 1.668 -1.970
O -27.696004 39.093424 -8.522190 -0.393 -0.749 0.399
N -28.145106 39.296866 -6.329264 -0.904 0.642 1.490
N -26.858936 37.599697 -7.024401 0.843 -1.720 0.575
H -28.793851 40.053275 -6.452828 0.144 -0.110 -0.343
H -28.040953 38.948749 -5.394299 -0.197 -0.062 0.050
H -26.276684 37.144625 -7.715741 -0.185 0.141 -0.128
H -26.609256 37.449462 -6.045266 -0.326 0.103 -0.693
C -29.662999 31.961235 -9.952053 0.040 -1.273 -0.190
O -29.528492 30.802770 -10.346223 0.486 0.748 -0.167
N -28.746188 32.682517 -9.283518 0.288 -0.253 0.376
N -30.823810 32.638275 -10.136923 -1.766 0.541 -0.483
H -27.779584 32.416692 -9.368635 -0.099 0.012 0.349
H -29.037376 33.598825 -8.947514 0.886 -0.085 -0.427
H -31.148829 33.397176 -9.563454 0.438 0.155 -0.136
H -31.347283 32.469971 -10.978922 -0.095 -0.407 0.289
C -29.633238 31.544933 -5.268016 -0.867 0.793 0.658
O -29.808272 32.573132 -4.594528 0.234 -0.567 -0.294
N -29.159375 31.529164 -6.496717 0.318 -0.252 -0.756
N -30.032228 30.329806 -4.835626 -0.177 -0.611 1.219
H -28.909957 30.594938 -6.770977 0.408 0.476 -0.988
H -28.695454 32.330192 -6.898516 0.201 -0.278 -0.225
H -30.218031 30.243108 -3.849693 -0.171 -0.087 -0.151
H -29.915824 29.488689 -5.371850 -0.034 0.083 0.030
C -26.272046 33.430245 -6.088948 1.224 1.702 -0.327
O -25.252507 32.858371 -5.704394 -0.346 -1.286 0.523
N -26.522688 33.559407 -7.401781 -0.535 -0.753 -1.594
N -27.065644 34.114805 -5.249717 0.319 -0.669 0.667
H -25.823492 33.091577 -7.959075 0.121 0.137 0.023
H -26.798603 34.437800 -7.822716 -0.112 0.207 0.367
H -27.899232 34.592093 -5.545079 0.001 -0.046 0.257
H -26.872936 33.802298 -4.307597 -0.626 0.560 0.293
C -26.059663 29.492394 -7.319382 1.154 -0.563 0.670
O -25.066943 29.977759 -7.851173 -0.535 0.483 -0.519
N -26.507311 29.955408 -6.140884 -0.535 0.167 -0.120
N -26.658738 28.363738 -7.731157 -0.336 -1.044 -1.141
H -27.088063 29.315256 -5.629005 0.152 0.601 0.698
H -26.015885 30.770306 -5.801285 -0.287 0.137 0.654
H -27.425741 27.907994 -7.269824 0.027 0.268 0.091
H -26.297754 27.880366 -8.537636 0.055 0.255 -0.025
C -22.254780 30.717582 -4.872335 1.186 -0.016 2.336
O -21.350104 30.499874 -4.056577 -0.322 -0.379 -0.963
N -22.607202 31.945182 -5.234687 -0.436 1.275 -0.921
N -23.096665 29.781762 -5.346863 -0.707 -1.598 -0.375
H -22.078693 32.747129 -4.939186 -0.046 -0.169 0.082
H -23.460823 32.049104 -5.759683 0.153 0.627 0.000
H -22.951063 28.814966 -5.114340 0.132 0.183 0.092
H -23.928931 30.016591 -5.859803 0.282 0.000 -0.228
C -30.083795 35.458781 -7.743201 -0.855 1.105 -1.475
O -29.162226 35.236611 -8.523960 0.066 -0.349 0.720
N -30.273587 34.955614 -6.523006 0.566 -0.651 1.159
N -31.118620 36.247198 -8.112451 -0.253 0.293 0.005
H -30.874253 35.472112 -5.905825 -0.020 -0.395 0.165
H -29.858597 34.087552 -6.222453 0.002 0.125 0.320
H -31.113237 36.736626 -8.991255 0.119 0.102 0.184
H -31.892928 36.308897 -7.476311 -0.213 0.314 -0.423
```
Positions in Å, forces in eV/Å.

Orbital gap ... 0.2723 Eh
Strongest force on any atom ... 3.918 eV Å⁻¹
Charge ... 0
Energy above the lowest of the compared OMol25 structures with the same formula, charge and spin ... 41.9 kcal/mol
Energy ... -3197.694016 Eh
HOMO level ... -8.0 eV